# 1
Molecular formula: C4HNO2
Method: DFT, ωB97M-V with the def2-TZVPD basis set

Properties
Frontier orbital gap (alpha / beta) in eV: 8.2 / 8.2
Relative energy (zero: lowest compared OMol25 entry of this formula, charge and spin) in eV: 5.359

```
! RIJCOSX wB97M-V def2-TZVPD def2/J DEFGRID3
* xyz 0 1
C -0.5219 -0.4468 0.0247
C -1.7930 -0.1166 -0.0236
C 2.9073 -0.3833 -0.1171
C 1.7431 0.0277 0.0400
N 0.5175 0.5067 0.0530
O -2.8981 0.1885 -0.0513
O 0.2679 1.7070 0.0475
H -0.2227 -1.4831 0.0267
*
```



# 2
Molecular formula: C4HO2Zn
Method: DFT, ωB97M-V with the def2-TZVPD basis set

Properties
Frontier orbital gap (alpha / beta) in eV: 6.2 / 7.2

```
! RIJCOSX wB97M-V def2-TZVPD def2/J DEFGRID3
* xyz 1 1
O 1.3220 -1.1704 -0.4613
C -1.3908 -1.7126 1.9508
C -0.6777 -1.2394 1.0431
C 0.0965 -0.6970 -0.0172
C -0.0446 0.5973 -0.2420
O -0.4110 1.6731 -0.6351
Zn -0.3616 3.3916 -0.2810
H 1.4673 -0.8426 -1.3573
*
```



# 3
Molecular formula: C50H102N2O28S7
Method: DFT, ωB97M-V with the def2-TZVPD basis set

Properties
Frontier orbital gap in eV: 8.8

```
! RIJCOSX wB97M-V def2-TZVPD def2/J DEFGRID3
* xyz 0 1
C 0.9186 0.0592 0.9268
C 1.0029 0.0971 -0.5510
O 2.0285 0.2622 -1.1660
N -0.1933 -0.0466 -1.2069
C -0.3687 0.0347 -2.6027
H 1.8717 0.5370 1.1534
H 0.6724 -0.9513 1.2531
H 0.1532 0.7365 1.3058
H -0.8838 -0.5198 -0.6417
H 0.3197 -0.6196 -3.1375
H -0.0807 1.0249 -2.9558
H -1.4209 -0.2444 -2.6583
C 4.3050 3.2361 -1.5979
C 5.1653 2.1247 -2.0138
O 6.3263 2.3081 -2.3922
N 4.7145 0.9038 -1.6840
C 5.3443 -0.3882 -1.7800
H 3.4137 3.1639 -2.2211
H 4.7113 4.2366 -1.7461
H 4.0221 3.2794 -0.5461
H 3.8130 0.8009 -1.2404
H 4.8702 -1.2644 -1.3378
H 6.1906 -0.3657 -1.0934
H 5.6074 -0.6463 -2.8058
C 2.0331 -6.2458 -6.5393
C 2.7908 -5.1533 -5.8851
O 2.1338 -3.9398 -5.6092
C 2.8597 -2.8283 -5.2157
O 4.0924 -2.7435 -5.2369
O 2.0368 -1.7737 -5.1040
C 2.5657 -0.4262 -5.0903
H 2.5828 -7.1692 -6.7217
H 1.6315 -5.9240 -7.5001
H 1.1050 -6.4420 -6.0025
H 3.7769 -5.0172 -6.3290
H 2.9149 -5.5267 -4.8686
H 1.8183 0.3321 -4.8568
H 2.9697 -0.1585 -6.0666
H 3.3463 -0.3452 -4.3338
C -0.6629 -3.7143 2.2884
C -1.3463 -4.7291 3.2375
O -2.6387 -4.3258 3.5943
C -3.1118 -4.5695 4.8224
O -2.8918 -5.5209 5.5778
O -3.9426 -3.6193 5.0501
C -4.7919 -3.5246 6.2357
H -1.1795 -3.6631 1.3299
H 0.3645 -4.0405 2.1264
H -0.5715 -2.7177 2.7203
H -0.7347 -4.7477 4.1395
H -1.2662 -5.6996 2.7478
H -5.0332 -2.5031 6.5296
H -4.2098 -3.9632 7.0462
H -5.7021 -4.1243 6.2386
C -2.8984 2.6334 1.9994
C -2.1295 2.4928 3.3276
O -1.9654 3.7064 3.9443
C -2.9604 4.1780 4.7323
O -3.9045 3.5273 5.1768
O -2.6279 5.4534 5.0231
C -3.3697 6.2913 5.9189
H -3.0208 1.7826 1.3291
H -2.4278 3.3478 1.3239
H -3.8976 2.9738 2.2710
H -1.1272 2.1043 3.1470
H -2.6688 1.8026 3.9764
H -2.8937 7.2458 6.1434
H -3.5259 5.7769 6.8671
H -4.3253 6.4398 5.4160
C 2.6844 -3.1651 -0.5142
C 2.9851 -3.2091 -1.9799
O 4.2749 -3.6260 -2.3280
C 4.6822 -4.9071 -2.3700
O 4.0809 -5.9520 -2.0921
O 6.0112 -4.9543 -2.6883
C 6.8158 -3.8146 -3.0729
H 2.8306 -4.1358 -0.0405
H 1.6519 -2.8171 -0.4808
H 3.3306 -2.4585 0.0065
H 2.6878 -2.2238 -2.3388
H 2.3922 -3.9978 -2.4432
H 7.4023 -4.0706 -3.9552
H 7.6615 -3.6928 -2.3961
H 6.2574 -2.8822 -3.1561
C 4.7146 1.3755 2.5437
C 5.5291 0.1194 2.0622
C 6.7719 0.0439 3.0164
S 7.3255 1.8822 3.0781
O 8.3761 2.1515 2.0952
O 7.4875 2.2808 4.4823
C 5.6322 2.5820 2.5173
H 4.3952 1.1631 3.5640
H 3.7934 1.6041 2.0078
H 5.7774 0.2451 1.0083
H 4.8595 -0.7399 2.0981
H 7.6087 -0.5734 2.6897
H 6.5969 -0.2249 4.0582
H 5.9012 2.9756 1.5371
H 5.3092 3.3398 3.2312
C 0.4635 5.8568 3.6027
C 1.9778 6.0423 3.6194
C 2.6002 4.9185 2.8436
S 1.2931 4.2657 1.7630
O 0.9272 2.9718 2.3468
O 1.5212 4.3327 0.3167
C 0.0563 5.4307 2.1961
H -0.1233 6.7050 3.9552
H 0.1046 5.1271 4.3285
H 2.4893 5.9305 4.5753
H 2.3728 6.9581 3.1796
H 2.9591 4.1417 3.5187
H 3.5038 5.2282 2.3184
H -0.9779 5.1168 2.0549
H 0.2269 6.2352 1.4807
C -4.6128 -3.6911 0.2865
C -5.0703 -3.2120 1.6820
C -4.1503 -2.0104 1.9970
S -3.7739 -1.1279 0.4010
O -2.3089 -0.9048 0.2075
O -4.6744 0.0227 0.2486
C -4.4546 -2.5483 -0.7235
H -5.2473 -4.4996 -0.0765
H -3.6156 -4.1033 0.4411
H -4.9744 -3.9966 2.4326
H -6.1236 -2.9404 1.6117
H -3.2117 -2.3372 2.4446
H -4.6510 -1.2950 2.6494
H -3.6576 -2.5937 -1.4656
H -5.3941 -2.2090 -1.1598
C -2.4003 3.4876 -1.7671
C -0.9957 3.8407 -1.4082
C -0.6568 5.3410 -1.6408
S -2.0567 6.0499 -2.5556
O -1.7274 5.8342 -3.9478
O -2.3916 7.3918 -2.0995
C -3.2826 4.7767 -2.0204
H -2.9295 2.8474 -1.0614
H -2.4037 2.8456 -2.6480
H -0.4067 3.1629 -2.0260
H -0.8172 3.4963 -0.3895
H 0.3005 5.6586 -2.0540
H -0.7697 5.8619 -0.6900
H -4.0162 4.7558 -2.8263
H -3.6967 5.0352 -1.0459
C -1.3834 -2.6389 -5.3349
C -1.6567 -3.2694 -3.9948
C -2.6817 -4.3384 -4.0727
S -2.3708 -5.1677 -5.6651
O -3.6267 -5.3198 -6.4649
O -1.5101 -6.3239 -5.4742
C -1.3040 -3.7467 -6.3420
H -0.5109 -1.9927 -5.4319
H -2.1729 -1.9910 -5.7155
H -1.8393 -2.4516 -3.2976
H -0.6945 -3.6487 -3.6508
H -3.6766 -3.9060 -4.1790
H -2.6596 -5.0921 -3.2855
H -1.7148 -3.4737 -7.3140
H -0.3406 -4.2412 -6.4661
C -6.6516 0.5675 -4.8061
C -6.5370 0.7020 -3.2857
C -5.1918 1.2651 -2.9440
S -4.0097 0.4083 -4.1819
O -3.6951 -0.8493 -3.5461
O -3.0083 1.3605 -4.6794
C -5.3116 0.2111 -5.4181
H -7.0013 1.5446 -5.1396
H -7.4784 -0.1212 -4.9800
H -6.5574 -0.2602 -2.7739
H -7.3053 1.3190 -2.8197
H -4.7819 1.2533 -1.9341
H -5.1500 2.3044 -3.2699
H -5.2834 -0.8465 -5.6805
H -5.0824 0.8890 -6.2403
C -0.2703 -0.1043 6.1326
C 0.9461 0.1335 5.2020
C 1.6962 1.4286 5.6224
S 0.9882 1.8207 7.2448
O -0.0207 2.8286 6.9589
O 2.0446 2.0609 8.2545
C 0.0259 0.2758 7.5737
H -0.6008 -1.1430 6.1279
H -1.1473 0.4188 5.7513
H 0.7011 0.1864 4.1412
H 1.6363 -0.7027 5.3128
H 1.6236 2.2932 4.9625
H 2.7648 1.2812 5.7790
H -0.7588 0.3233 8.3287
H 0.8081 -0.4553 7.7782
*
```